Here is C24H21ClN2O3 in the gas phase from the Open Molecules 2025 dataset. Energies are from wB97M-V/def2-TZVPD.

```
51
C24H21ClN2O3 (wB97M-V/def2-TZVPD)
O -3.05471 -3.05164 0.06970
C -2.67538 -1.99357 -0.38978
N -3.52167 -1.09774 -0.96929
C -4.94865 -1.26252 -0.91552
C -5.60041 -0.59818 0.33015
O -6.99322 -0.85444 0.22864
C -7.84008 0.25805 0.37577
C -7.42610 1.40433 -0.54908
C -6.05393 1.83300 -0.12537
C -5.63900 3.15631 -0.14763
C -4.38365 3.50597 0.31608
C -3.54646 2.53470 0.84042
C -3.95833 1.21496 0.88099
C -5.20420 0.85172 0.38105
C -1.24244 -1.58152 -0.37615
C -0.42330 -2.10734 0.61964
C 0.91249 -1.77154 0.70268
C 1.46316 -0.90179 -0.23570
N 2.80625 -0.52522 -0.22964
C 3.77215 -0.80340 0.69800
O 3.58569 -1.42258 1.72265
C 5.11260 -0.24173 0.34769
C 5.94367 0.14705 1.39527
C 7.19964 0.66445 1.14727
C 7.63886 0.77680 -0.16373
Cl 9.20623 1.42149 -0.48866
C 6.83720 0.36673 -1.21878
C 5.57630 -0.13848 -0.96107
C 0.65260 -0.39017 -1.25025
C -0.68454 -0.72173 -1.31868
H -3.18422 -0.16626 -1.15506
H -5.39624 -0.83412 -1.81580
H -5.16374 -2.33165 -0.87728
H -5.21916 -1.11273 1.22568
H -8.83808 -0.11337 0.13351
H -7.83508 0.61531 1.41767
H -8.13295 2.23161 -0.47764
H -7.41901 1.04387 -1.58152
H -6.30712 3.91379 -0.53161
H -4.06477 4.53716 0.28568
H -2.57440 2.80542 1.22506
H -3.31381 0.46076 1.31039
H -0.85877 -2.79101 1.33236
H 1.53301 -2.17678 1.48374
H 3.07514 0.07715 -0.99552
H 5.58448 0.03635 2.40699
H 7.83788 0.97419 1.95951
H 7.20150 0.43970 -2.23148
H 4.97569 -0.48454 -1.79031
H 1.08023 0.27023 -1.99274
H -1.28052 -0.33076 -2.13045
```

Values from the calculation:
energy: -46875.522 eV
charge: 0
maximum force: 0.541 eV/Å
spin multiplicity: 1
energy above the lowest of the compared OMol25 structures with the same formula, charge and spin: 9.6 kJ/mol
LUMO level: 0.149 eV
structure (SMILES): O=C(NC[C@@H]1OCCc2ccccc21)c1ccc(NC(=O)c2ccc(Cl)cc2)cc1